1.
The following is a quantum chemistry calculation of C33H55NP2Y as an isolated structure, from the OMol25 dataset.

Structure (ORCA input):
```
! RIJCOSX wB97M-V def2-TZVPD def2/J DEFGRID3
* xyz 1 1
Y -0.680 -0.049 0.048
C -3.229 -0.108 0.886
C -3.175 0.558 -0.392
C -2.914 -1.719 -0.736
C -3.076 -1.509 0.659
C -2.945 -0.450 -1.391
C -3.602 0.503 2.183
H -3.272 1.548 2.261
H -3.154 -0.052 3.020
H -4.697 0.478 2.319
C -3.250 -2.602 1.639
H -3.477 -2.204 2.634
H -2.341 -3.215 1.722
H -4.070 -3.266 1.323
C -2.938 -3.052 -1.371
H -3.849 -3.603 -1.083
H -2.089 -3.669 -1.048
H -2.893 -2.992 -2.465
C -2.942 -0.252 -2.860
H -3.941 -0.442 -3.287
H -2.242 -0.939 -3.359
H -2.640 0.768 -3.138
C -3.609 1.950 -0.664
H -4.665 1.971 -0.976
H -3.023 2.416 -1.468
H -3.524 2.583 0.225
C 2.929 3.593 2.003
C 1.763 4.204 2.297
C 1.307 5.488 1.678
C 1.495 5.572 0.142
C 1.348 4.266 -0.585
C 2.402 3.510 -0.948
C 3.793 3.630 -0.437
C 3.965 4.093 1.037
H 1.830 6.350 2.139
H 2.452 6.071 -0.085
H 0.238 5.628 1.902
H 4.075 5.189 1.070
H 3.275 2.762 2.638
H 1.210 3.923 3.199
H 4.931 3.678 1.372
H 4.294 2.654 -0.552
H 2.399 2.916 -1.858
H 4.360 4.329 -1.076
H 0.718 6.253 -0.241
H 0.338 4.070 -0.973
P 0.478 1.088 2.020
P 0.844 0.376 -2.123
C 1.898 1.059 0.797
C 2.074 0.382 -0.618
H 2.753 0.725 1.409
H 2.039 2.136 0.661
H 2.938 0.875 -1.087
H 2.357 -0.674 -0.473
C 1.659 -0.781 -3.267
H 0.890 -1.179 -3.947
H 2.117 -1.620 -2.725
H 2.423 -0.257 -3.864
C 0.827 1.894 -3.138
H 1.754 1.972 -3.725
H 0.703 2.793 -2.520
H -0.033 1.876 -3.822
C 1.058 1.300 3.686
H 0.201 1.483 4.352
H 1.774 2.119 3.786
H 1.547 0.365 4.001
C -0.547 2.439 1.310
H -1.128 2.223 0.383
H 0.109 3.274 1.049
H -1.256 2.797 2.065
C -0.533 -6.145 -0.479
N -0.472 -5.077 -1.454
C -0.691 -5.556 -2.807
C 0.578 -4.074 -1.323
C 0.733 -3.533 0.080
C 1.477 -4.294 1.001
C 1.490 -3.948 2.359
C 0.753 -2.846 2.786
C 0.059 -2.063 1.837
C 0.163 -2.331 0.477
H -1.390 -6.774 -0.754
H -0.705 -5.757 0.532
H 0.370 -6.784 -0.472
H -1.599 -6.168 -2.808
H -0.833 -4.712 -3.491
H 0.136 -6.181 -3.182
H 1.551 -4.481 -1.676
H 0.317 -3.253 -2.009
H 2.017 -5.176 0.644
H 2.064 -4.551 3.064
H 0.703 -2.575 3.845
H -0.552 -1.218 2.220
*
```

The HOMO energy is -9.61 eV. Its HOMO-LUMO gap is 7.0 eV. The calculation puts the energy relative to the best compared isomer or geometry (same formula, charge and spin) at 83.1 kcal/mol. As for the LUMO energy: -2.6 eV.

Listed below, in e, are the Mulliken charges computed for each atom: -2.342, 1.385, 0.504, 1.446, 0.401, -0.012, -2.017, 0.349, 0.444, 0.311, -1.360, 0.408, 0.109, 0.314, -1.655, 0.337, 0.259, 0.357, -1.895, 0.378, 0.369, 0.320, -1.572, 0.352, 0.302, 0.359, -0.268, 0.003, -0.982, -1.172, -0.232, -0.304, -0.955, -1.070, 0.398, 0.314, 0.360, 0.323, 0.460, 0.602, 0.455, 0.198, 0.960, 0.514, 0.365, 0.428, 1.116, 2.100, 1.740, -2.240, 0.860, -2.007, 0.827, 0.627, -1.447, 0.410, 0.401, 0.466, -1.484, 0.450, 0.276, 0.447, -1.423, 0.395, 0.486, 0.352, 0.320, -0.424, -1.122, 0.820, -0.938, 0.500, -1.247, -1.592, 0.923, -0.054, -0.965, -1.245, -0.232, 1.083, 0.308, 0.247, 0.294, 0.346, 0.289, 0.389, 0.597, 0.232, 0.429, 0.414, 0.480, 0.544



2.
The following is a quantum chemistry calculation of C14H21BBeN4 as an isolated structure, from the OMol25 dataset.

Structure (ORCA input):
```
! RIJCOSX wB97M-V def2-TZVPD def2/J DEFGRID3
* xyz 0 1
C 0.271 -2.946 -0.543
C -1.414 -2.391 -2.813
C -0.903 -3.328 0.191
H 1.256 -3.025 0.003
C -2.385 -1.986 -2.025
H -0.965 -1.715 -3.590
H -1.009 -3.054 1.240
H -2.811 -0.970 -2.186
C -2.150 -3.950 -0.309
H -2.708 -4.256 0.597
H -1.975 -4.834 -0.938
C 0.514 -3.806 -1.877
H 0.802 -4.865 -1.588
H 1.375 -3.366 -2.433
C -0.716 -3.748 -2.824
H -1.407 -4.591 -2.668
H -0.317 -3.841 -3.846
C -3.088 -2.913 -1.032
H -3.802 -3.464 -1.703
H -3.675 -2.374 -0.238
Be -0.138 -0.306 -0.085
H -0.067 -1.852 -0.298
B -1.071 2.532 1.042
N -0.900 2.223 -0.454
C -0.775 3.187 -1.371
C -0.389 2.592 -2.552
C -0.204 1.230 -2.291
N -0.526 0.975 -1.004
N 0.101 1.679 1.621
C 0.955 2.102 2.552
C 1.986 1.180 2.638
C 1.703 0.123 1.766
N 0.581 0.468 1.103
H -2.178 2.329 1.479
H -0.924 3.696 1.416
H -0.967 4.221 -1.051
H -0.321 3.155 -3.475
H 0.141 0.492 -2.992
H 0.754 3.032 3.083
H 2.811 1.284 3.291
H 2.152 -0.847 1.657
*
```

The HOMO energy (spin up / spin down) is -6.21 / -4.97 eV. Its HOMO-LUMO gap (spin up / spin down) is 6.6 / 5.4 eV. As for the LUMO energy (spin up / spin down): 0.4 / 0.5 eV.

Listed below, in e, are the Mulliken charges computed for each atom: 0.320, 0.003, -1.235, 0.302, -0.608, 0.336, 0.425, 0.386, -0.564, 0.391, 0.223, -0.834, 0.265, 0.354, -0.759, 0.340, 0.419, -0.623, 0.270, 0.305, -1.063, 0.264, 0.308, -0.059, -0.046, -1.110, -0.070, 0.581, 0.055, 0.009, -1.152, 0.094, 0.262, -0.143, -0.139, 0.403, 0.373, 0.475, 0.412, 0.393, 0.435



3.
The following is a quantum chemistry calculation of a 11-piece molecular cluster, C37H62N4O7 overall, from the OMol25 dataset.

Structure (ORCA input):
```
! RIJCOSX wB97M-V def2-TZVPD def2/J DEFGRID3
* xyz -1 2
C 1.487 -3.937 2.978
C 2.986 -4.194 3.385
O 3.254 -5.013 4.239
C 4.129 -3.414 2.713
H 1.193 -4.621 2.182
H 1.295 -2.903 2.694
H 0.933 -4.176 3.887
H 3.940 -3.313 1.645
H 4.997 -4.065 2.822
H 4.317 -2.441 3.167
C -5.521 -1.114 2.038
C -4.447 -1.382 3.095
O -4.520 -0.865 4.184
C -3.300 -2.312 2.681
H -5.808 -2.045 1.550
H -5.222 -0.439 1.236
H -6.308 -0.563 2.552
H -2.586 -2.507 3.481
H -2.856 -2.081 1.713
H -3.714 -3.316 2.588
C 5.242 -0.376 0.970
C 4.790 1.033 0.708
O 4.319 1.402 -0.365
C 4.684 1.839 1.907
H 6.303 -0.392 1.217
H 5.074 -1.020 0.107
H 4.733 -0.821 1.825
H 5.609 2.394 2.063
H 4.623 1.210 2.795
H 3.802 2.465 2.044
C 1.457 0.374 -3.983
C 1.788 1.221 -5.215
O 2.287 2.348 -5.111
C 1.624 0.532 -6.548
H 1.700 -0.677 -4.139
H 0.394 0.450 -3.757
H 1.940 0.695 -3.060
H 1.847 1.193 -7.386
H 0.581 0.220 -6.602
H 2.376 -0.244 -6.692
C 2.438 4.192 -0.672
C 1.633 5.462 -0.726
O 0.835 5.752 0.137
C 1.737 6.231 -1.991
H 2.275 3.757 0.314
H 3.466 4.428 -0.947
H 2.087 3.492 -1.430
H 0.774 6.002 -2.447
H 2.627 5.940 -2.549
H 1.693 7.303 -1.800
C 1.612 1.506 3.420
C 1.350 0.047 3.788
O 2.208 -0.770 3.998
C -0.116 -0.400 4.016
H 1.901 1.576 2.372
H 2.442 1.917 3.994
H 0.761 2.132 3.690
H -0.154 -1.487 3.938
H -0.767 0.067 3.277
H -0.496 -0.111 4.997
C 1.774 -2.945 -2.069
C 1.655 -4.057 -1.007
O 2.573 -4.419 -0.257
C 0.332 -4.738 -0.949
H 1.335 -3.297 -3.002
H 2.765 -2.535 -2.265
H 1.067 -2.177 -1.755
H -0.466 -4.201 -0.436
H 0.502 -5.657 -0.389
H 0.035 -5.017 -1.960
N -2.486 2.584 -1.349
C -2.851 1.629 -2.284
C -2.130 1.910 -3.375
C -1.220 2.934 -3.028
C -1.612 3.485 -1.858
H -2.736 2.566 -0.371
H -3.610 0.914 -2.004
H -2.201 1.422 -4.336
H -0.424 3.320 -3.648
H -1.251 4.273 -1.215
N -2.421 4.305 1.668
C -3.443 3.395 1.523
C -2.919 2.094 1.609
C -1.524 2.231 1.517
C -1.232 3.584 1.678
H -2.541 5.307 1.630
H -4.498 3.619 1.484
H -3.408 1.159 1.841
H -0.849 1.398 1.392
H -0.280 4.082 1.788
N -0.368 0.301 -0.922
C -1.067 -0.683 -0.324
C -0.216 -1.379 0.480
C 1.051 -0.793 0.311
C 0.961 0.267 -0.543
H -0.785 0.946 -1.577
H -2.132 -0.738 -0.492
H -0.442 -2.155 1.195
H 1.925 -0.940 0.927
H 1.675 1.020 -0.844
N -5.074 -2.286 -2.607
C -3.763 -2.284 -2.243
C -3.602 -3.157 -1.204
C -4.849 -3.775 -0.988
C -5.745 -3.166 -1.802
H -5.514 -1.653 -3.259
H -3.050 -1.570 -2.628
H -2.664 -3.367 -0.712
H -5.204 -4.602 -0.390
H -6.803 -3.335 -1.937
*
```

The HOMO energy (spin up / spin down) is 0.55 / -5.99 eV. Its HOMO-LUMO gap (spin up / spin down) is 1.6 / 8.1 eV. As for the LUMO energy (spin up / spin down): 2.2 / 2.1 eV. Its expectation value of S² is 0.750.

Atomic partial charges in e from the Mulliken method, atoms 1 to 99: -0.039, 0.363, -0.613, -0.591, 0.163, -0.430, 0.434, 0.149, 0.408, 0.081, -1.295, 0.706, -0.562, -0.760, 0.221, 0.333, 0.479, 0.305, -0.193, 0.599, -0.734, 0.988, -0.571, -1.262, 0.511, 0.311, -0.273, 0.470, 0.358, 0.201, -0.145, 0.794, -0.535, -1.541, 0.155, -0.026, 0.017, 0.413, 0.404, 0.333, -0.349, 0.594, -0.538, -1.020, -0.070, 0.452, 0.047, 0.207, 0.312, 0.390, -0.510, 0.685, -0.563, -0.647, -0.362, 0.593, 0.343, -0.021, 0.025, 0.571, -0.932, 0.949, -0.639, -1.078, 0.581, 0.317, -0.066, -0.078, 0.385, 0.454, 0.546, -2.339, -0.347, -0.702, -0.465, 0.368, 0.738, 0.995, 0.461, 0.496, 0.289, -0.911, -1.253, 2.140, -1.741, 0.282, 0.388, 0.044, -0.198, 0.550, 1.462, -0.231, -0.292, -0.970, -0.954, -0.249, 0.493, 0.599, 0.423



4.
The following is a quantum chemistry calculation of an isolated molecule of C3H4N2O, from the OMol25 dataset.

Structure (ORCA input):
```
! RIJCOSX wB97M-V def2-TZVPD def2/J DEFGRID3
* xyz 0 1
C -0.007 -0.137 1.083
C -1.341 0.056 1.004
C -0.417 0.283 -2.256
N 0.457 -0.208 -0.168
N -0.617 -0.013 -1.014
O -1.215 0.526 -3.099
H 0.545 -0.198 2.054
H -2.252 -0.374 0.809
H 0.757 0.127 -2.383
H 1.263 0.186 -0.555
*
```

The HOMO energy (spin up / spin down) is -8.62 / -8.62 eV. Its HOMO-LUMO gap (spin up / spin down) is 7.6 / 7.6 eV. The calculation puts the energy relative to the best compared isomer or geometry (same formula, charge and spin) at 151.0 kcal/mol. As for the LUMO energy (spin up / spin down): -1.1 / -1.1 eV.

Listed below, in e, are the Mulliken charges computed for each atom: -0.096, -0.180, 0.118, -0.182, -0.225, -0.530, 0.360, 0.330, 0.152, 0.252



5.
The following is a quantum chemistry calculation of a 2-piece molecular cluster, CH3N3O overall, from the OMol25 dataset.

Structure (ORCA input):
```
! RIJCOSX wB97M-V def2-TZVPD def2/J DEFGRID3
* xyz 0 1
C -0.241 -0.016 -0.441
N -0.016 3.201 -1.336
N 0.201 3.383 -0.274
N -0.554 0.965 0.301
O 0.450 3.665 0.819
H 0.746 -0.408 -0.634
H -1.106 -0.424 -0.964
H 0.311 1.501 0.730
*
```

The HOMO energy is -10.27 eV. The SMILES is N#[N+][O-].C=N. Its HOMO-LUMO gap is 11.4 eV. The calculation puts the energy relative to the best compared isomer or geometry (same formula, charge and spin) at 76.7 kcal/mol. As for the LUMO energy: 1.1 eV.

Listed below, in e, are the Mulliken charges computed for each atom: -0.196, -0.243, 0.753, -0.529, -0.532, 0.229, 0.255, 0.263



6.
The following is a quantum chemistry calculation of C5H8O as an isolated structure, from the OMol25 dataset.

Structure (ORCA input):
```
! RIJCOSX wB97M-V def2-TZVPD def2/J DEFGRID3
* xyz 0 1
C 0.298 -1.007 -0.619
C -1.105 -0.588 -0.151
C -0.904 0.760 0.473
O 0.160 0.742 1.401
C 0.273 1.464 0.009
C 1.327 -0.126 0.010
H 0.389 -0.893 -1.689
H 0.469 -2.050 -0.373
H -1.806 -0.546 -0.986
H -1.499 -1.288 0.585
H -1.739 1.310 0.891
H 0.265 2.555 0.220
H 2.054 0.293 -0.635
H 1.818 -0.626 0.865
*
```

The HOMO energy is -8.32 eV. Its HOMO-LUMO gap is 9.5 eV. The calculation puts the energy relative to the best compared isomer or geometry (same formula, charge and spin) at 115.0 kcal/mol. As for the LUMO energy: 1.2 eV.

Listed below, in e, are the Mulliken charges computed for each atom: -0.451, -0.659, 0.164, -0.433, -0.671, -0.366, 0.258, 0.318, 0.302, 0.297, 0.416, 0.269, 0.311, 0.245



7.
The following is a quantum chemistry calculation of C41H38BKN6O10 as an isolated structure, from the OMol25 dataset.

Structure (ORCA input):
```
! RIJCOSX wB97M-V def2-TZVPD def2/J DEFGRID3
* xyz -2 1
K 0.060 0.650 -0.178
O 3.770 -2.233 4.958
C 2.889 -1.681 4.047
C 3.239 -0.524 3.342
C 2.310 -0.020 2.425
N 1.129 -0.566 2.193
C 0.779 -1.680 2.913
C 1.675 -2.278 3.853
C -0.484 -2.287 2.727
O -0.924 -3.332 3.214
O -1.307 -1.605 1.747
C 2.686 1.257 1.633
O 3.892 1.577 1.657
O 1.745 1.833 1.033
H 4.563 -1.688 4.934
H 4.195 -0.027 3.451
H 1.383 -3.165 4.396
C 2.950 1.267 -4.719
O 2.002 2.323 -4.667
C 1.154 2.025 -3.598
N 1.291 0.836 -3.087
C 2.381 0.179 -3.783
C 3.447 -0.387 -2.865
C 3.593 0.061 -1.556
C 4.625 -0.418 -0.755
C 5.530 -1.339 -1.267
C 5.402 -1.781 -2.579
C 4.360 -1.313 -3.366
C 0.274 3.061 -3.205
C 0.232 4.303 -3.894
C -0.575 5.310 -3.455
C -1.362 5.101 -2.287
C -1.266 3.854 -1.688
N -0.519 2.838 -2.094
C -2.043 3.587 -0.447
N -2.096 2.489 0.182
C -3.002 2.671 1.317
C -3.234 4.191 1.343
O -2.761 4.636 0.062
C -2.469 2.104 2.612
C -3.374 1.729 3.604
C -2.927 1.198 4.804
C -1.566 1.027 5.018
C -0.661 1.405 4.037
C -1.105 1.953 2.839
H 3.047 0.935 -5.756
H 3.920 1.633 -4.369
H 2.000 -0.667 -4.380
H 2.905 0.800 -1.159
H 4.712 -0.038 0.258
H 6.334 -1.711 -0.642
H 6.105 -2.504 -2.980
H 4.245 -1.670 -4.386
H 0.859 4.439 -4.766
H -0.604 6.258 -3.979
H -1.989 5.874 -1.871
H -3.936 2.144 1.093
H -4.282 4.472 1.440
H -2.646 4.681 2.122
H -4.441 1.820 3.413
H -3.643 0.879 5.553
H -1.208 0.573 5.934
H 0.401 1.246 4.180
H -0.366 2.229 2.093
C 1.291 -3.207 0.083
N 1.322 -3.355 -1.366
C 2.648 -3.603 -1.909
C 0.433 -2.565 -2.057
O -0.301 -1.748 -1.527
N 0.443 -2.717 -3.441
C 0.555 -4.027 -4.043
C -0.366 -1.764 -4.177
H 1.825 -4.045 0.532
H 0.264 -3.215 0.429
H 1.757 -2.272 0.408
H 3.387 -2.987 -1.389
H 2.690 -3.335 -2.962
H 2.930 -4.655 -1.793
H 0.881 -4.755 -3.305
H 1.271 -4.023 -4.872
H -0.417 -4.351 -4.437
H -0.254 -0.775 -3.736
H -1.429 -2.039 -4.167
H -0.021 -1.739 -5.214
O -3.418 -0.706 1.068
B -2.582 -1.349 2.013
O -3.312 -1.614 3.191
C -4.549 -1.101 2.972
C -5.620 -1.053 3.831
C -6.781 -0.425 3.368
C -6.845 0.121 2.094
C -5.751 0.062 1.223
C -4.614 -0.554 1.690
H -5.549 -1.472 4.827
H -7.646 -0.360 4.017
H -7.758 0.603 1.765
H -5.783 0.489 0.229
*
```

The HOMO energy (spin up / spin down) is 0.15 / 0.08 eV. Its HOMO-LUMO gap (spin up / spin down) is 3.9 / 4.0 eV. The calculation puts the energy relative to the best compared isomer or geometry (same formula, charge and spin) at 0.0 kcal/mol. As for the LUMO energy (spin up / spin down): 4.0 / 4.0 eV.

Listed below, in e, are the Mulliken charges computed for each atom: 0.890, -0.614, 1.271, -1.055, -0.031, 1.416, 0.728, -1.576, -0.624, -0.845, 0.813, -0.313, -0.864, -0.689, 0.290, 0.335, 0.422, -0.544, -0.505, -0.075, -0.157, 0.302, 0.126, -0.116, -0.431, -0.590, -0.688, -0.554, 0.313, -1.038, -0.392, -0.871, 0.557, 0.048, 0.077, -0.377, 0.481, -0.516, -0.490, -0.584, -0.299, -0.746, -0.423, -0.511, 0.119, 0.333, 0.303, -0.041, 0.688, 0.322, 0.393, 0.323, 0.376, 0.363, 0.344, 0.401, -0.034, 0.318, 0.355, 0.411, 0.363, 0.373, 0.341, 0.734, -0.962, 0.311, -1.127, 0.322, -0.720, 0.761, -1.260, -1.060, 0.271, 0.352, 0.238, 0.246, 0.457, 0.249, 0.382, 0.291, 0.344, 0.192, 0.306, 0.328, -0.368, 0.694, -0.602, 0.334, -0.654, -0.531, -0.660, -0.850, 0.546, 0.513, 0.372, 0.379, 0.572



8.
The following is a quantum chemistry calculation of a 2-piece molecular cluster, CH5NO3S2 overall, from the OMol25 dataset.

Structure (ORCA input):
```
! RIJCOSX wB97M-V def2-TZVPD def2/J DEFGRID3
* xyz 0 1
C 1.638 0.720 -0.292
N -0.676 0.237 1.168
O 0.457 -1.584 -0.150
O -0.585 0.326 -1.414
O -0.552 -0.697 2.029
S -3.317 -0.484 -0.579
S 0.130 -0.174 -0.264
H 1.837 1.100 -1.255
H 1.475 1.555 0.342
H 2.418 0.070 0.108
H 0.057 -1.490 1.649
H -2.884 0.420 -1.342
*
```

The HOMO energy (spin up / spin down) is -9.49 / -9.02 eV. Its HOMO-LUMO gap (spin up / spin down) is 8.4 / 7.0 eV. The calculation puts the energy relative to the best compared isomer or geometry (same formula, charge and spin) at 72.2 kcal/mol. As for the LUMO energy (spin up / spin down): -1.1 / -2.0 eV.

Listed below, in e, are the Mulliken charges computed for each atom: -0.918, -0.135, -0.709, -0.587, -0.238, -0.174, 1.195, 0.347, 0.341, 0.315, 0.408, 0.155



Number 1: F_max 5.2 eV/Å. Number 2: F_max 4.7 eV/Å. Number 3: F_max 3.0 eV/Å. Number 4: F_max 5.9 eV/Å. Number 5: F_max 2.9 eV/Å. Number 6: F_max 3.1 eV/Å. Number 7: F_max 1.0 eV/Å. Number 8: F_max 3.6 eV/Å.